# C35H29F10IO23

8 unconnected molecules or ions with the total composition C35H29F10IO23 in a non-equilibrium geometry (ωB97M-V/def2-TZVPD, the Open Molecules 2025 dataset).

Last column: Löwdin charge in e.
CARTESIAN COORDINATES (ANGSTROEM)
O1 4.070 1.702 -3.193  0.097
C1 3.267 0.810 -3.063  -0.312
C2 3.651 -0.643 -2.627  -0.001
C3 2.957 -1.688 -3.142  0.022
C4 1.824 -1.417 -4.191  -0.312
O2 1.666 -2.133 -5.147  0.105
C5 0.979 -0.132 -3.902  -0.047
C6 -0.445 -0.039 -4.157  0.050
C7 -1.157 1.199 -3.841  -0.237
C8 -2.705 1.297 -4.070  -0.166
C9 -3.426 0.987 -2.694  -0.114
C10 -3.599 -0.553 -2.455  -0.142
F1 -2.920 -1.517 -3.174  0.044
C11 -4.475 -0.985 -1.487  -0.234
F2 -4.013 -1.903 -0.578  0.084
F3 -5.764 -0.536 -1.452  0.097
C12 -0.372 2.326 -3.311  -0.551
I1 -1.452 4.164 -2.866  0.933
C13 1.060 2.273 -3.047  -0.054
C14 1.739 1.007 -3.347  -0.055
H1 4.459 -0.792 -1.875  0.113
H2 3.162 -2.747 -2.842  0.127
H3 -1.034 -0.875 -4.588  0.122
H4 -3.034 0.501 -4.794  0.125
H5 -3.007 2.315 -4.431  0.078
H6 -4.468 1.409 -2.641  0.130
H7 -2.814 1.450 -1.870  0.098
H8 1.631 3.135 -2.635  0.109
O3 3.877 -2.285 -0.031  0.160
C15 3.376 -1.479 0.686  -0.532
O4 2.753 -0.346 0.252  0.066
C16 2.176 0.273 1.402  -0.043
C17 3.017 -0.279 2.514  -0.318
F4 2.292 -0.411 3.658  0.065
O5 3.360 -1.570 2.046  0.127
H9 1.126 -0.020 1.483  0.148
H10 2.233 1.358 1.334  0.146
H11 3.920 0.289 2.715  0.141
O6 -4.278 3.500 -1.181  0.085
C18 -4.267 2.906 -0.149  -0.589
O7 -5.366 2.342 0.417  0.082
C19 -4.919 1.617 1.558  -0.050
C20 -3.628 2.305 1.881  -0.320
F5 -2.732 1.437 2.421  0.068
O8 -3.155 2.711 0.610  0.110
H12 -4.779 0.566 1.290  0.138
H13 -5.641 1.679 2.371  0.145
H14 -3.733 3.175 2.526  0.151
O9 5.634 -0.333 3.380  0.157
C21 6.297 -1.257 3.023  -0.513
O10 6.253 -1.788 1.777  0.069
C22 7.278 -2.775 1.707  -0.046
C23 7.471 -3.131 3.151  -0.312
F6 8.755 -3.476 3.404  0.081
O11 7.187 -1.913 3.817  0.151
H15 8.174 -2.338 1.259  0.150
H16 6.964 -3.626 1.104  0.148
H17 6.801 -3.913 3.516  0.178
O12 0.519 -5.806 6.797  0.169
C24 0.383 -4.844 6.111  -0.536
O13 1.393 -4.240 5.432  0.083
C25 0.801 -3.218 4.631  -0.056
C26 -0.479 -2.943 5.362  -0.315
F7 -1.462 -2.573 4.507  0.078
O14 -0.807 -4.206 5.913  0.134
H18 0.634 -3.600 3.621  0.152
H19 1.445 -2.343 4.574  0.122
H20 -0.391 -2.205 6.163  0.178
O15 -0.397 2.989 -6.205  0.163
C27 0.094 3.963 -6.671  -0.537
O16 1.435 4.185 -6.741  0.078
C28 1.618 5.389 -7.480  -0.062
C29 0.300 6.081 -7.290  -0.322
F8 -0.021 6.831 -8.374  0.074
O17 -0.613 5.007 -7.196  0.134
H21 1.817 5.146 -8.526  0.147
H22 2.454 5.966 -7.088  0.142
H23 0.239 6.695 -6.388  0.174
O18 0.170 -10.844 3.593  0.177
C30 -0.334 -10.047 4.315  -0.541
O19 -0.965 -8.917 3.887  0.073
C31 -1.543 -8.305 5.037  -0.060
C32 -0.698 -8.854 6.147  -0.324
F9 -1.417 -8.991 7.288  0.078
O20 -0.347 -10.142 5.676  0.138
H24 -2.591 -8.604 5.120  0.147
H25 -1.493 -7.219 4.973  0.132
H26 0.208 -8.278 6.349  0.159
O21 -3.952 4.998 1.484  0.166
C33 -4.068 5.963 0.796  -0.507
O22 -3.048 6.532 0.105  0.076
C34 -3.616 7.567 -0.694  -0.056
C35 -4.879 7.884 0.050  -0.316
F10 -5.860 8.279 -0.795  0.083
O23 -5.237 6.635 0.610  0.154
H27 -3.807 7.186 -1.701  0.148
H28 -2.946 8.422 -0.764  0.144
H29 -4.760 8.622 0.847  0.176

The HOMO-LUMO gap comes out at 8.237 eV. As for the multiplicity: 1. For the total energy, the calculation gives -4377.924231 hartree. The value obtained for the highest occupied orbital energy is -8.74 eV. Its net charge is 0. The maximum force comes out at 2.56 eV/Å. The structure (SMILES) is O=C1C=CC(=O)c2cc(CCC(F)=C(F)F)c(I)cc21.O=C1OC[C@@H](F)O1.O=C1OC[C@@H](F)O1.O=C1OC[C@@H](F)O1.O=C1OC[C@@H](F)O1.O=C1OC[C@@H](F)O1.O=C1OC[C@@H](F)O1.O=C1OC[C@@H](F)O1. The molar mass comes out at 1134.48 g/mol.